1.
Formula: C15H31CdClP2
Source: the OMol25 dataset
Level of theory: ωB97M-V/def2-TZVPD

Cartesian coordinates (Å):
P (0.14713, -1.36226, -2.30868)
P (0.04426, 1.69936, -2.20941)
C (-0.22840, -0.49195, -3.94052)
C (0.29256, 0.93505, -3.91650)
H (-1.31721, -0.51934, -4.08358)
H (0.23998, -1.06560, -4.74922)
H (1.36761, 0.97333, -4.13956)
H (-0.23439, 1.55685, -4.65021)
C (-1.55221, 2.54514, -2.59993)
H (-1.77640, 3.27125, -1.80684)
H (-2.37654, 1.82148, -2.65842)
H (-1.44591, 3.06537, -3.56423)
C (1.14951, 3.15646, -2.47487)
H (0.88163, 3.64704, -3.42648)
H (2.20201, 2.83016, -2.50316)
H (1.01560, 3.85818, -1.63637)
C (-0.97003, -2.80808, -2.58820)
H (-0.77073, -3.56263, -1.81080)
H (-0.77013, -3.23111, -3.58769)
H (-2.02322, -2.49081, -2.51732)
C (1.70990, -2.17195, -2.87279)
H (2.52693, -1.44139, -2.94464)
H (1.53059, -2.62707, -3.85912)
H (1.99380, -2.94880, -2.14998)
Cd (0.24570, 0.44131, 5.85668)
C (0.60900, 1.49288, 2.51530)
C (-0.72537, 1.46512, 2.40339)
C (-1.51287, 0.71070, 1.36476)
C (-1.87983, -0.75269, 1.74324)
C (-0.80573, -1.57870, 2.37419)
C (0.51610, -1.51211, 2.15975)
C (1.20106, -0.65004, 1.13694)
C (1.60330, 0.76118, 1.65860)
C (0.06817, -1.70340, 6.04970)
H (1.03944, 2.21255, 3.22521)
H (-1.31398, 2.05898, 3.10989)
H (-0.98533, 0.71537, 0.39238)
H (-2.47005, 1.25805, 1.20758)
H (-2.72666, -0.73114, 2.44244)
H (-2.29344, -1.24824, 0.84673)
H (-1.16631, -2.37466, 3.03461)
H (1.18092, -2.14054, 2.76613)
H (0.60258, -0.53677, 0.21910)
H (2.13176, -1.16673, 0.81995)
H (2.54584, 0.63818, 2.21594)
H (1.86121, 1.41116, 0.80117)
H (0.80668, -1.93070, 6.85260)
H (0.28881, -2.19176, 5.09642)
H (-0.91876, -2.01022, 6.43672)
Cl (0.46145, 2.72355, 6.26912)

Values from the calculation:
Energy above the lowest of the compared OMol25 structures with the same formula, charge and spin = 0.000 eV
Strongest force on any atom = 1.15 eV/A
Highest occupied orbital energy = -7.869 eV
HOMO-LUMO gap = 8.45 eV

2.
Formula: C15H31ClCoO4P2
Source: the OMol25 dataset
Level of theory: ωB97M-V/def2-TZVPD

Cartesian coordinates (Å):
P (0.21224, -1.55359, -2.27892)
P (-0.06609, 1.67290, -1.98572)
C (-0.02874, -0.55863, -3.78228)
C (0.29225, 0.94273, -3.63296)
H (-1.06203, -0.70818, -4.13169)
H (0.61352, -1.00367, -4.54669)
H (1.34455, 1.15325, -3.88449)
H (-0.31192, 1.50984, -4.34432)
C (-1.76362, 2.31388, -1.95836)
H (-1.87943, 2.91740, -1.04847)
H (-2.47611, 1.47790, -1.91278)
H (-1.95481, 2.92913, -2.84158)
C (1.08614, 2.98358, -1.54660)
H (1.14776, 3.74224, -2.34113)
H (2.08286, 2.55365, -1.36462)
H (0.73818, 3.45319, -0.61290)
C (-0.95201, -2.90691, -2.10913)
H (-0.67992, -3.47814, -1.20964)
H (-0.92672, -3.55900, -2.98905)
H (-1.95731, -2.48645, -1.96883)
C (1.89381, -2.16960, -2.19592)
H (2.58164, -1.32595, -2.05945)
H (2.13281, -2.70926, -3.12032)
H (1.98036, -2.84163, -1.33142)
Co (-0.35413, -0.10618, -0.88981)
C (0.51065, 1.63795, -6.67638)
C (-0.81961, 1.71738, -6.49669)
C (-1.81327, 1.01398, -7.36590)
C (-1.37732, -0.40206, -7.85981)
C (-0.69040, -1.26064, -6.83687)
C (0.63493, -1.37161, -6.66548)
C (1.65292, -0.56550, -7.41054)
C (1.21029, 0.88864, -7.77203)
C (-0.06972, -1.64356, 1.59261)
H (1.19504, 2.23371, -6.05549)
H (-1.24757, 2.44772, -5.79938)
H (-2.01802, 1.63712, -8.25101)
H (-2.77042, 0.90682, -6.83593)
H (-2.30139, -0.93055, -8.13524)
H (-0.77990, -0.30573, -8.77509)
H (-1.38249, -1.90514, -6.27537)
H (1.04632, -2.18830, -6.05572)
H (1.90687, -1.09322, -8.34363)
H (2.58673, -0.50104, -6.83104)
H (2.13307, 1.44646, -7.98806)
H (0.62313, 0.87304, -8.69781)
H (0.78072, -0.82499, 2.58515)
H (0.65911, -2.40388, 1.29340)
H (-0.83895, -1.82869, 2.34834)
O (-0.42525, 1.44556, 3.18949)
Cl (-0.01591, 0.43772, 4.15139)
O (1.24905, -0.40051, 3.41068)
O (-1.03674, -0.57636, 4.41080)
O (-0.30319, -0.62803, 0.84508)

Values from the calculation:
Energy above the lowest of the compared OMol25 structures with the same formula, charge and spin = 0.000 eV
<S²> = 3.7728
Spin multiplicity = 4
Strongest force on any atom = 2.26 eV/A
Highest occupied orbital energy (spin up / spin down) = -5.611 / -7.340 eV
HOMO-LUMO gap (spin up / spin down) = 5.99 / 7.70 eV

3.
Formula: C15H31F5OP2TeZr
Source: the OMol25 dataset
Level of theory: ωB97M-V/def2-TZVPD

Cartesian coordinates (Å):
P (-2.09347, -0.86461, 1.01187)
P (-1.00448, 0.86285, -1.94430)
C (-2.79858, 0.63519, 0.13369)
C (-2.74761, 0.66151, -1.38822)
H (-2.30564, 1.51571, 0.56722)
H (-3.84828, 0.64741, 0.45441)
H (-3.15941, -0.25013, -1.85661)
H (-3.27708, 1.55571, -1.75278)
C (-1.00591, 2.64109, -2.41235)
H (-0.04835, 2.91941, -2.87580)
H (-1.12787, 3.29438, -1.53402)
H (-1.82249, 2.80267, -3.13354)
C (-0.80215, 0.07654, -3.55154)
H (-0.95901, 0.84387, -4.33034)
H (-1.52836, -0.74167, -3.63363)
H (0.21248, -0.34330, -3.58839)
C (-2.28463, -0.12560, 2.65601)
H (-1.92484, -0.79643, 3.43935)
H (-3.35027, 0.09306, 2.78374)
H (-1.71681, 0.80962, 2.70448)
C (-3.58762, -1.88846, 0.85187)
H (-3.77637, -2.08463, -0.21325)
H (-4.41411, -1.30595, 1.28501)
H (-3.45929, -2.84649, 1.37300)
Zr (-0.32712, -2.94013, 0.71805)
C (2.78335, 0.87724, -1.82612)
C (2.59062, 2.21665, -1.93205)
C (2.43447, 3.19776, -0.78625)
C (3.07992, 2.83389, 0.57332)
C (2.05849, 2.40031, 1.60458)
C (1.10022, 1.53606, 1.23645)
C (1.04427, 0.78938, -0.05090)
C (2.35321, 0.09454, -0.62574)
C (-0.67880, -3.32064, 2.87034)
H (3.07942, 0.30235, -2.72868)
H (2.49374, 2.69211, -2.91813)
H (1.36409, 3.47254, -0.64387)
H (2.87278, 4.17324, -1.13889)
H (3.82427, 2.02983, 0.47676)
H (3.63216, 3.71353, 0.95313)
H (2.12225, 2.73654, 2.64764)
H (0.34069, 1.20641, 1.96205)
H (0.62537, 1.39124, -0.89023)
H (0.34029, -0.01013, 0.16588)
H (3.07493, -0.01886, 0.19392)
H (2.07914, -0.95080, -0.92528)
H (-1.23882, -4.26373, 2.73002)
H (-1.20285, -2.72042, 3.63215)
H (0.31693, -3.57410, 3.28300)
F (1.54044, -5.65133, 2.07096)
Te (2.94489, -4.82141, 0.96655)
F (3.41860, -3.92182, 2.56371)
F (4.06758, -3.49859, 0.05755)
F (0.64055, -1.41538, 1.39255)
F (-1.41885, -2.81534, -0.95242)
O (1.47387, -3.85270, 0.27404)

Values from the calculation:
Net charge = +2
Strongest force on any atom = 3.87 eV/A
Highest occupied orbital energy (spin up / spin down) = -14.794 / -14.794 eV
HOMO-LUMO gap (spin up / spin down) = 3.61 / 3.61 eV

4.
Formula: C15H32As2FeN2O5
Source: the OMol25 dataset
Level of theory: ωB97M-V/def2-TZVPD

Cartesian coordinates (Å):
O (1.84437, 1.09049, 2.25900)
H (1.97770, 0.85125, 3.19732)
Fe (0.64429, -0.64946, -0.47233)
N (1.66395, 0.04695, -2.13192)
N (0.29466, -2.14165, -1.78364)
O (2.31114, 1.23831, -2.48814)
O (-0.15151, -3.44619, -1.54738)
C (1.79421, -0.88581, -3.06658)
C (1.04314, -2.09091, -2.88657)
C (2.61999, -0.67110, -4.26008)
C (1.15632, -3.31371, -3.70972)
H (3.25072, 0.19048, -4.12810)
H (1.98293, -0.49146, -5.11664)
H (3.21875, -1.54264, -4.48881)
H (0.37576, -4.04734, -3.52306)
H (2.10977, -3.82270, -3.53572)
H (1.15446, -3.07787, -4.77527)
H (2.52354, 1.74322, -1.69973)
H (-0.60570, -3.52863, -0.70216)
O (-1.73804, 0.15192, -2.56835)
H (-1.20023, 0.85720, -2.99715)
H (-1.36427, -0.67223, -2.88207)
C (1.94224, -1.52764, 0.77524)
H (2.21771, -0.66516, 1.50356)
H (2.84504, -1.83502, 0.19582)
H (1.54999, -2.37464, 1.38548)
O (3.38839, 2.33207, 0.26565)
H (3.30036, 2.47541, 1.23727)
H (3.71352, 1.40451, 0.27579)
C (-1.40971, 2.68004, -0.39130)
As (0.09761, 1.71790, 0.62830)
C (0.74649, 3.55102, 1.11284)
C (-1.11860, 1.49948, 2.19950)
C (-1.38628, 2.47330, 3.15160)
C (-2.30569, 2.17392, 4.16549)
C (-2.90817, 0.92028, 4.20826)
C (-2.61642, -0.06866, 3.26805)
C (-1.69535, 0.23398, 2.26881)
As (-1.21349, -1.01925, 0.82341)
C (-1.17156, -2.65522, 1.92781)
C (-3.02289, -1.10625, 0.06434)
H (-0.96188, 3.13386, -1.27821)
H (-1.83684, 3.47869, 0.21774)
H (-2.17764, 1.96802, -0.69460)
H (-0.07995, 4.27428, 1.22574)
H (1.35986, 3.40617, 2.01115)
H (1.41152, 3.82001, 0.28036)
H (-0.89190, 3.44021, 3.11898)
H (-2.54151, 2.93240, 4.91080)
H (-3.62964, 0.68636, 4.99510)
H (-3.09288, -1.04159, 3.29580)
H (-2.09456, -2.63804, 2.51703)
H (-1.10308, -3.52451, 1.25916)
H (-0.28564, -2.57429, 2.56384)
H (-3.69407, -1.30779, 0.90339)
H (-3.21326, -0.14462, -0.40824)
H (-3.02770, -1.90734, -0.67685)

Values from the calculation:
<S²> = 8.7711
Net charge = +1
Spin multiplicity = 6
Strongest force on any atom = 4.74 eV/A
Highest occupied orbital energy (spin up / spin down) = -10.492 / -10.409 eV
HOMO-LUMO gap (spin up / spin down) = 5.60 / 4.92 eV

Sequential E output: -1900.72449; -3416.34143; -2161.85192; -6811.21620 hartree